The following is a quantum chemistry calculation of C22H28N3OPPtSSe2 as an isolated structure, from the OMol25 dataset.

Geometry as XYZ:
```
59
Properties=species:S:1:pos:R:3:forces:R:3
Pt -0.8006 0.3081 -0.8540 0.069 -0.305 -0.279
Se 1.7908 1.0232 -0.8825 -0.356 -0.019 -0.058
P 2.1452 -1.1158 -0.7765 0.148 -0.050 0.092
Se 0.1428 -2.0013 -0.9648 -0.056 0.093 0.062
C 3.1112 -1.6374 -2.2302 0.027 0.023 0.006
C 2.5234 -1.2574 -3.4417 0.002 0.011 0.005
C 3.1185 -1.5806 -4.6458 -0.001 -0.002 -0.006
C 4.3128 -2.2898 -4.6657 0.001 0.003 -0.004
C 4.9014 -2.6709 -3.4735 -0.002 -0.004 0.004
C 4.3055 -2.3481 -2.2601 -0.008 -0.017 0.004
C 2.8309 -1.5523 0.8589 -0.033 0.019 0.018
C 2.0040 -1.1456 1.9128 0.011 -0.006 0.002
C 2.3598 -1.3846 3.2257 -0.005 -0.003 0.002
C 3.5522 -2.0368 3.5172 0.003 0.004 0.006
C 4.3783 -2.4394 2.4845 0.000 -0.002 -0.002
C 4.0227 -2.1988 1.1615 0.001 0.005 -0.002
H 1.5940 -0.7020 -3.4333 0.002 0.003 0.002
H 2.6479 -1.2779 -5.5717 0.000 0.001 0.002
H 4.7802 -2.5428 -5.6083 -0.002 -0.001 0.000
H 5.8307 -3.2253 -3.4767 0.002 0.004 0.002
H 4.7965 -2.6682 -1.3594 -0.002 -0.015 0.019
H 1.0774 -0.6292 1.6891 -0.002 0.001 -0.003
H 1.7093 -1.0568 4.0265 0.000 0.003 -0.001
H 3.8348 -2.2232 4.5451 -0.002 -0.002 -0.001
H 5.3113 -2.9438 2.6984 0.000 0.001 -0.003
H 4.7008 -2.5238 0.3936 0.015 0.006 -0.016
C -0.7247 4.6607 -1.5653 -0.098 -0.102 0.019
O -0.0561 3.4605 -1.1985 0.159 0.213 -0.059
H -0.0700 5.5327 -1.4776 -0.011 0.003 0.013
H -1.6256 4.8127 -0.9645 0.000 0.005 -0.013
H -1.0241 4.5522 -2.6061 0.021 0.009 -0.004
H 0.0552 3.4587 -0.2430 -0.048 -0.048 -0.002
C -1.2996 2.1241 1.9623 -0.022 -0.001 0.011
C -2.3868 2.1794 0.9364 0.190 0.136 -0.074
C -3.5652 2.8794 0.9437 -0.007 -0.005 0.011
C -4.1722 2.6836 -0.3359 -0.070 0.001 0.105
C -3.3418 1.8725 -1.0637 -0.001 -0.079 0.059
C -3.4847 1.4024 -2.4712 -0.009 0.006 -0.065
N -2.2442 1.5570 -0.2867 0.102 0.185 0.222
H -1.7048 2.1762 2.9740 0.028 0.062 -0.011
H -0.5989 2.9605 1.8675 0.027 -0.043 -0.023
H -0.7178 1.2039 1.8628 -0.010 -0.001 0.031
H -3.9346 3.4924 1.7521 0.000 -0.006 0.007
H -5.1033 3.1051 -0.6818 0.013 0.009 -0.022
H -4.3386 1.8955 -2.9356 0.001 0.005 -0.001
H -3.6429 0.3245 -2.5234 0.013 0.021 0.011
H -2.5956 1.6409 -3.0607 0.001 0.012 0.013
S -3.1400 -1.6832 -0.7468 0.090 -0.105 -0.137
C -3.0333 -1.4327 0.9073 -0.097 0.191 0.087
N -3.7000 -0.4926 1.5910 -0.031 -0.163 -0.049
C -3.3259 -0.4426 2.9956 0.040 0.023 0.025
C -2.2769 -1.5748 3.1086 -0.008 0.027 0.009
N -2.2695 -2.1320 1.7646 -0.020 -0.084 0.019
H -4.1468 0.2681 1.1003 -0.008 0.041 0.014
H -4.1878 -0.6235 3.6382 -0.006 -0.027 -0.012
H -2.9033 0.5284 3.2513 -0.077 -0.058 -0.013
H -2.5702 -2.3255 3.8422 0.012 0.006 0.008
H -1.2913 -1.1919 3.3827 0.010 0.011 -0.015
H -1.5608 -2.7524 1.4112 0.002 0.008 -0.016
```
Positions in Å, forces in eV/Å.

energy relative to the best compared isomer or geometry (same formula, charge and spin)	16.3	kJ/mol
multiplicity	3
energy	-6756.35515	Eh
largest force on an atom	0.42	eV/Å
HOMO-LUMO gap (spin up / spin down)	6.98 / 5.99	eV

Atomic partial charges in e from the Mulliken method, atoms 1 to 5: number 1, Pt, carries 0.9798; number 2, Se, carries -0.3286; number 3, P, carries 0.6155; number 4, Se, carries -0.4708; number 5, C, carries 1.1164